ORCA calculation (ωB97M-V with the def2-TZVPD basis set) on a structure of composition C6H8S in a non-equilibrium geometry.

Energy relative to the best compared isomer or geometry (same formula, charge and spin) in kJ/mol: 177.45
Lowest unoccupied orbital energy in eV: 0.929
M in g/mol: 112.197
Calculated total energy in eV: -17184.6317
Kohn-Sham gap in eV: 9.937
Total charge: 0

Structure (XYZ):
```
15
Properties=species:S:1:pos:R:3:forces:R:3
S -0.323690 -1.159547 1.689540 0.1 0.5 -0.4
C -0.032454 -0.148281 0.201352 -0.3 -1.5 1.1
C 1.363153 0.130517 -0.371186 1.8 -0.2 0.0
C -0.377535 0.489147 -1.878553 -0.8 0.3 -1.0
C -0.186177 1.347053 0.303128 0.3 1.0 -0.2
C 0.588880 1.284703 -1.040241 0.6 0.2 -0.6
C -0.816469 -0.456494 -1.073808 -1.0 -1.3 0.2
H 0.335982 1.779187 1.133601 0.7 0.2 0.4
H -0.704339 0.728026 -2.882001 0.2 -0.1 0.0
H 2.118540 0.496836 0.382011 -0.8 -0.5 -0.6
H 1.803828 -0.622894 -1.052408 -0.2 0.3 0.4
H -1.570043 -1.270319 -1.221989 0.9 1.0 0.2
H -1.147792 1.775177 0.270236 -1.4 0.3 -0.1
H 0.008352 -2.291261 1.080815 0.1 -0.4 0.0
H 1.098121 2.078128 -1.587046 0.0 0.2 0.5
```
Positions in Å, forces in eV/Å.